No. 1
C8H7Cl5O8P2Zr as an isolated structure in a non-equilibrium geometry, computed with ωB97M-V/def2-TZVPD.

Each line ends with the Löwdin charge.
Geometry (Å):
Zr: -0.0639 0.2108 1.3394  1.887
Cl: 5.5812 1.0906 3.6216  0.806
C: 4.1174 0.3612 3.1706  -0.675
C: 3.7990 0.2501 1.8133  -0.689
Cl: 4.8368 0.8498 0.6056  0.798
C: 2.6058 -0.3727 1.4589  -0.598
Cl: 2.0756 -0.4542 -0.2090  0.827
C: 1.7484 -0.9072 2.4434  -0.485
O: 0.5585 -1.4725 2.0232  -0.277
C: 2.0130 -0.7030 3.7979  -0.625
Cl: 0.8678 -1.1342 4.9772  0.825
C: 3.2187 -0.0865 4.1601  -0.673
Cl: 3.5923 0.1477 5.7930  0.813
C: -3.3836 3.6957 2.0263  -0.030
C: -2.5900 2.8268 1.0563  -0.591
O: -2.8452 3.1025 -0.3113  -0.028
P: -3.0475 1.0671 1.2114  0.551
O: -4.4964 0.7625 0.7752  0.004
O: -2.9693 0.6101 2.7070  -0.056
O: -1.9402 0.2493 0.5277  -0.365
P: -0.7671 3.0329 1.3673  0.486
O: -0.0555 2.1938 0.1145  -0.234
O: -0.3252 4.3970 1.5276  -0.156
O: -0.4148 1.8612 2.3880  -0.413
H: -4.4546 3.5869 1.8490  0.108
H: -3.1052 4.7400 1.8739  0.110
H: -3.1597 3.4514 3.0653  0.106
H: -3.0935 4.0319 -0.4253  0.137
H: -4.8430 1.0775 -0.0764  0.150
H: -3.7537 0.5782 3.2762  0.146
H: 0.1185 2.6491 -0.7236  0.141

Properties
E_LUMO: -0.3010 Eh
net charge: +2
HOMO-LUMO gap: 7.30 eV
energy above the lowest of the compared OMol25 structures with the same formula, charge and spin: 0.000 eV

No. 2
An isolated molecule of C8H7ClN4 in a non-equilibrium geometry, computed with ωB97M-V/def2-TZVPD.

Each line ends with the Löwdin charge.
Geometry (Å):
C: 0.5981 -2.7933 0.7309  -0.065
C: -0.0334 -2.5700 -0.5034  -0.058
C: 0.8532 -1.7499 1.5760  -0.029
C: -0.3943 -1.3083 -0.8997  -0.039
C: 0.7446 0.6784 2.0296  -0.083
C: 0.5015 -0.4422 1.1970  -0.141
C: -0.1164 -0.2115 -0.0654  -0.119
C: -0.3746 1.1567 -0.3240  -0.265
N: 0.4488 1.8965 1.6887  0.026
N: -0.0969 2.1199 0.5131  0.048
N: -1.2350 3.0278 -1.5014  -0.034
N: -1.0624 1.7271 -1.5595  -0.394
Cl: 0.1008 1.1743 -2.9743  0.420
H: 0.8769 -3.7987 1.0118  0.107
H: -0.2341 -3.4156 -1.1437  0.108
H: 1.3268 -1.9010 2.5351  0.115
H: -0.8888 -1.1353 -1.8404  0.086
H: 1.1988 0.5554 3.0034  0.115
H: -0.4612 3.6104 -1.1783  0.098
H: -1.7524 3.3793 -2.2956  0.102

Properties
E_LUMO: -0.0121 Eh
HOMO-LUMO gap: 8.73 eV

No. 3
A 2-piece molecular cluster, C8H7F3OSe overall in a non-equilibrium geometry, computed with ωB97M-V/def2-TZVPD.

Each line ends with the Löwdin charge.
Geometry (Å):
C: -2.8924 0.1680 0.5717  -0.076
C: -1.9778 0.7035 1.5077  -0.074
C: -2.4960 -0.8177 -0.2784  -0.067
C: -0.7124 0.2671 1.5308  -0.105
C: -1.1537 -1.3000 -0.2035  -0.138
C: -0.2329 -0.6857 0.6026  -0.479
C: 2.0484 -1.0497 -1.2238  -0.477
C: 2.8025 1.6158 -0.2400  -0.284
O: 1.1772 -0.9076 -2.2139  -0.032
F: 2.0420 2.7064 -0.5744  0.044
F: 4.2292 1.9320 -0.3695  -0.038
F: 2.4939 1.2738 1.0628  -0.040
Se: 1.5810 -1.4119 0.5537  1.108
H: -3.8267 0.5347 0.8298  0.084
H: -2.3291 1.5341 2.1212  0.117
H: -3.1160 -1.0069 -1.1484  0.109
H: 0.0795 0.5077 2.1978  0.093
H: -0.9225 -1.9848 -1.0362  0.112
H: 2.8925 -1.5130 -1.6710  0.065
H: 0.3134 -0.5657 -2.0189  0.076

Properties
E_LUMO (alpha / beta): 0.0007 / -0.0285 Eh
HOMO-LUMO gap (alpha / beta): 9.04 / 6.36 eV
energy above the lowest of the compared OMol25 structures with the same formula, charge and spin: 3.765 eV

Molar mass, record by record: 561.6; 194.6; 255.1 g/mol